1.
Entry from the Open Molecules 2025 dataset: 2 unconnected molecules or ions with the total composition HN2O3 (the ωB97M-V functional and the def2-TZVPD basis).

```
6
Properties=species:S:1:pos:R:3:lowdin_charge:R:1
O 2.373 0.196 -0.934 0.38
H -1.814 -0.921 0.325 0.24
O 0.021 -0.603 -0.238 0.00
O -1.218 0.856 0.815 0.16
N 1.648 0.690 -0.299 0.39
N -1.010 -0.217 0.330 -0.18
```

Summary:
frontier orbital gap	9.360	eV
net charge	+1
HOMO level	-17.56	eV
energy above the lowest of the compared OMol25 structures with the same formula, charge and spin	0.0	kcal/mol
E_LUMO	-8.2	eV
molar mass	77.02	g mol⁻¹
DFT total energy	-335.33967	Eh

=====

2.
Entry from the Open Molecules 2025 dataset: a single HN2O3P molecule (the ωB97M-V functional and the def2-TZVPD basis).

```
7
Properties=species:S:1:pos:R:3:lowdin_charge:R:1
N 1.249 -0.594 0.433 -0.37
P 0.712 0.087 -0.926 0.81
H 1.468 1.251 -0.702 -0.04
O -0.791 0.481 -0.374 -0.47
N -1.829 -0.183 0.494 0.01
O 2.014 -1.448 0.651 -0.03
O -2.823 0.406 0.425 0.09
```

Summary:
frontier orbital gap (alpha / beta)	7.965 / 7.768	eV
HOMO level (alpha / beta)	-8.75 / -8.40	eV
energy above the lowest of the compared OMol25 structures with the same formula, charge and spin	32.4	kcal/mol
E_LUMO (alpha / beta)	-0.8 / -0.6	eV
molar mass	107.99	g mol⁻¹
SMILES string	O=NOPN=O
DFT total energy	-676.96399	Eh

=====

3.
Entry from the Open Molecules 2025 dataset: 2 unconnected molecules or ions with the total composition HN2O3P (the ωB97M-V functional and the def2-TZVPD basis).

```
7
Properties=species:S:1:pos:R:3:lowdin_charge:R:1
O -0.736 1.792 -2.661 0.06
O -0.245 0.430 -1.054 -0.19
N -0.419 0.691 -2.396 -0.12
P -0.029 -1.114 1.082 0.98
H 0.363 -0.340 -1.021 -0.03
N 0.412 -0.772 2.447 -0.68
O 0.653 -0.687 3.602 -0.02
```

Summary:
frontier orbital gap (alpha / beta)	9.323 / 9.323	eV
HOMO level (alpha / beta)	-9.74 / -9.74	eV
energy above the lowest of the compared OMol25 structures with the same formula, charge and spin	10.3	kcal/mol
E_LUMO (alpha / beta)	-0.4 / -0.4	eV
molar mass	107.99	g mol⁻¹
SMILES string	[O-][N+]#P.O=NO
DFT total energy	-676.99928	Eh

=====

4.
Entry from the Open Molecules 2025 dataset: a gas-phase ion, HN2O3S (charge -1) (the ωB97M-V functional and the def2-TZVPD basis).

```
7
Properties=species:S:1:pos:R:3:lowdin_charge:R:1
S 1.423 1.289 -1.253 0.44
O -1.916 -1.489 0.527 -0.06
H 2.381 0.784 -0.375 -0.22
O 0.242 -1.361 0.619 -0.08
O -0.154 1.259 0.068 -0.44
N -1.081 0.358 -0.002 -0.11
N -0.895 -0.840 0.417 -0.54
```

Summary:
frontier orbital gap (alpha / beta)	7.222 / 7.223	eV
net charge	-1
HOMO level (alpha / beta)	-4.10 / -4.10	eV
energy above the lowest of the compared OMol25 structures with the same formula, charge and spin	162.6	kcal/mol
E_LUMO (alpha / beta)	3.1 / 3.1	eV
molar mass	109.09	g mol⁻¹
SMILES string	[O-][N+]([O-])=NOS
DFT total energy	-733.85696	Eh

=====

5.
Entry from the Open Molecules 2025 dataset: 2 unconnected molecules or ions with the total composition HN2O3S (the ωB97M-V functional and the def2-TZVPD basis).

```
7
Properties=species:S:1:pos:R:3:lowdin_charge:R:1
S 1.371 -0.958 -0.137 0.44
O 0.350 -1.089 0.927 -0.66
H 1.859 0.611 0.022 -0.08
O 0.779 -1.150 -1.455 -0.64
O -2.234 0.037 0.177 0.08
N -0.705 1.695 0.266 0.21
N -1.420 0.854 0.199 -0.35
```

Summary:
frontier orbital gap	7.077	eV
net charge	-1
HOMO level	-2.89	eV
energy above the lowest of the compared OMol25 structures with the same formula, charge and spin	89.5	kcal/mol
E_LUMO	4.2	eV
molar mass	109.09	g mol⁻¹
DFT total energy	-733.97348	Eh

=====

6.
Entry from the Open Molecules 2025 dataset: a molecular structure, HN2O4 (the ωB97M-V functional and the def2-TZVPD basis).

```
7
Properties=species:S:1:pos:R:3:lowdin_charge:R:1
N -1.955 -0.284 0.014 -0.14
O 0.083 0.937 -0.072 0.14
O 2.076 0.073 -0.495 0.13
O 1.222 0.679 0.385 -0.01
O -3.021 -0.212 -0.200 0.37
N -0.888 -0.511 0.315 0.30
H 2.483 -0.683 0.053 0.20
```

Summary:
frontier orbital gap (alpha / beta)	8.488 / 8.488	eV
net charge	+1
HOMO level (alpha / beta)	-17.60 / -17.59	eV
energy above the lowest of the compared OMol25 structures with the same formula, charge and spin	60.6	kcal/mol
E_LUMO (alpha / beta)	-9.1 / -9.1	eV
molar mass	93.02	g mol⁻¹
DFT total energy	-410.37869	Eh

=====

What did the second record say?
Entry from the Open Molecules 2025 dataset: a single HN2O3P molecule (the ωB97M-V functional and the def2-TZVPD basis).

```
7
Properties=species:S:1:pos:R:3:lowdin_charge:R:1
N 1.249 -0.594 0.433 -0.37
P 0.712 0.087 -0.926 0.81
H 1.468 1.251 -0.702 -0.04
O -0.791 0.481 -0.374 -0.47
N -1.829 -0.183 0.494 0.01
O 2.014 -1.448 0.651 -0.03
O -2.823 0.406 0.425 0.09
```

Summary:
frontier orbital gap (alpha / beta)	7.965 / 7.768	eV
HOMO level (alpha / beta)	-8.75 / -8.40	eV
energy above the lowest of the compared OMol25 structures with the same formula, charge and spin	32.4	kcal/mol
E_LUMO (alpha / beta)	-0.8 / -0.6	eV
molar mass	107.99	g mol⁻¹
SMILES string	O=NOPN=O
DFT total energy	-676.96399	Eh

=====

Repeat the fifth record exactly.
Entry from the Open Molecules 2025 dataset: 2 unconnected molecules or ions with the total composition HN2O3S (the ωB97M-V functional and the def2-TZVPD basis).

```
7
Properties=species:S:1:pos:R:3:lowdin_charge:R:1
S 1.371 -0.958 -0.137 0.44
O 0.350 -1.089 0.927 -0.66
H 1.859 0.611 0.022 -0.08
O 0.779 -1.150 -1.455 -0.64
O -2.234 0.037 0.177 0.08
N -0.705 1.695 0.266 0.21
N -1.420 0.854 0.199 -0.35
```

Summary:
frontier orbital gap	7.077	eV
net charge	-1
HOMO level	-2.89	eV
energy above the lowest of the compared OMol25 structures with the same formula, charge and spin	89.5	kcal/mol
E_LUMO	4.2	eV
molar mass	109.09	g mol⁻¹
DFT total energy	-733.97348	Eh

=====

Which of these has the highest energy above the lowest of the compared OMol25 structures with the same formula, charge and spin?
number 4